1.
C38H92N6O18Sr | wB97M-V/def2-TZVPD

Last column: Mulliken charge in e.
Cartesian coordinates (Å):
Sr  -1.546  -0.965  -0.461  0.7485
O  2.865  -1.921  -0.851  -0.5332
C  1.556  -1.671  -0.740  -0.4689
O  1.065  -0.554  -0.859  0.1038
O  0.690  -2.450  -0.366  0.1558
H  3.184  -1.043  -1.070  0.2161
O  -3.452  2.657  -1.482  -0.6391
C  -3.159  1.466  -0.902  0.1440
O  -2.291  1.505  -0.003  -0.0594
O  -3.536  0.391  -1.312  -0.5929
H  -2.902  3.128  -0.852  0.3126
C  -6.368  1.529  2.234  -0.7140
O  -5.324  2.031  3.026  -0.2754
C  -4.587  3.192  2.685  -0.6297
C  -3.181  2.949  3.327  0.2598
N  -3.286  2.930  4.770  -0.3286
C  -2.051  2.788  5.500  -0.2734
C  -2.097  3.038  7.020  -0.6139
O  -2.877  1.993  7.558  -0.2587
C  -2.832  1.897  8.954  -0.8630
H  -7.237  1.901  2.776  0.3270
H  -6.249  0.447  2.299  0.1047
H  -6.240  1.718  1.168  0.3260
H  -5.132  4.072  3.026  0.3918
H  -4.450  3.169  1.604  0.1980
H  -2.561  3.729  2.885  0.2221
H  -2.898  1.942  3.020  -0.2717
H  -4.014  2.344  5.153  0.3158
H  -1.381  3.433  4.931  0.3927
H  -1.759  1.780  5.206  -0.0132
H  -2.425  4.058  7.220  0.3356
H  -1.089  2.998  7.434  0.3928
H  -3.344  2.718  9.456  0.3203
H  -1.888  1.622  9.424  0.3266
H  -3.435  1.032  9.232  0.2680
C  -5.760  -4.701  1.187  -0.8581
O  -5.186  -3.793  0.276  -0.1459
C  -5.245  -2.457  0.720  -0.9595
C  -3.992  -2.204  1.627  -0.7084
N  -2.734  -2.635  1.066  1.3726
C  -1.760  -2.900  2.158  0.4836
C  -1.168  -1.701  2.935  -0.8454
O  -0.554  -0.751  2.041  0.6111
C  0.226  0.203  2.664  -0.5574
H  -6.836  -4.554  1.102  0.3359
H  -5.400  -4.521  2.200  0.3442
H  -5.417  -5.720  1.002  0.2116
H  -6.197  -2.182  1.175  0.6902
H  -5.239  -1.733  -0.095  0.1164
H  -4.251  -2.596  2.611  0.4415
H  -3.931  -1.124  1.760  0.0743
H  -2.962  -3.540  0.678  -0.6822
H  -0.972  -3.493  1.694  -0.8656
H  -2.080  -3.703  2.823  0.6024
H  -0.411  -2.032  3.646  0.5396
H  -1.966  -1.271  3.540  0.3631
H  1.054  -0.181  3.261  0.2699
H  -0.372  0.916  3.232  -0.2477
H  0.735  0.943  2.047  0.0832
C  -4.453  -6.318  -3.559  -0.9162
O  -4.031  -5.308  -2.765  -0.1882
C  -3.777  -4.105  -3.476  -1.3119
C  -3.377  -2.993  -2.542  0.1661
N  -2.021  -3.263  -1.892  0.8157
C  -0.951  -3.326  -2.920  -1.0889
C  -0.782  -1.938  -3.640  -1.5011
O  -1.103  -0.755  -2.862  0.4341
C  -0.977  0.423  -3.688  -1.0171
H  -5.484  -6.335  -3.912  0.3119
H  -4.349  -7.197  -2.923  0.2495
H  -3.868  -6.469  -4.467  0.3644
H  -4.762  -3.829  -3.855  0.6279
H  -3.196  -4.253  -4.386  0.4982
H  -4.133  -2.940  -1.758  -0.2544
H  -3.438  -2.112  -3.181  0.2992
H  -2.147  -4.223  -1.603  -0.3990
H  -1.100  -4.077  -3.696  0.6121
H  -0.080  -3.621  -2.336  0.5190
H  -1.346  -2.107  -4.558  0.5382
H  0.243  -1.868  -4.005  0.5870
H  -1.751  0.569  -4.441  0.2469
H  -0.037  0.316  -4.230  0.4126
H  -0.993  1.374  -3.155  0.1464
C  8.501  5.891  -5.269  -0.6774
O  7.284  5.495  -5.870  -0.3441
C  7.401  4.591  -7.003  -0.5621
C  7.747  3.145  -6.595  -0.8144
N  7.188  2.685  -5.310  -0.0595
C  5.882  2.166  -5.497  -0.4846
C  5.405  1.497  -4.214  -0.6688
O  3.974  1.298  -4.141  -0.3442
C  3.477  0.691  -2.937  -0.8133
H  9.376  6.002  -5.909  0.3186
H  8.717  5.080  -4.574  0.2480
H  8.197  6.819  -4.783  0.2231
H  7.992  4.984  -7.830  0.4246
H  6.402  4.460  -7.419  0.3268
H  8.829  3.051  -6.497  0.4481
H  7.412  2.412  -7.329  0.3836
H  7.756  2.123  -4.692  0.2199
H  5.730  1.470  -6.322  0.2147
H  5.230  2.993  -5.779  0.3014
H  5.817  2.096  -3.403  0.2839
H  5.889  0.543  -4.005  0.3212
H  2.437  0.387  -3.057  0.2063
H  3.569  1.366  -2.087  0.4248
H  4.036  -0.206  -2.669  0.4069
C  -0.844  7.552  -0.140  -0.8157
O  -0.562  6.313  0.518  -0.2844
C  0.004  5.318  -0.356  -0.8543
C  0.145  3.981  0.388  0.5405
N  1.384  3.995  1.214  -0.2492
C  2.589  3.886  0.323  -0.3117
C  3.662  3.041  0.848  -0.5486
O  4.737  3.344  0.016  -0.2837
C  5.969  2.957  0.542  -0.8931
H  -1.543  7.342  -0.950  0.3365
H  0.023  8.179  -0.347  0.2724
H  -1.454  8.056  0.610  0.2660
H  0.903  5.649  -0.878  0.4137
H  -0.650  5.155  -1.213  0.5024
H  0.158  3.144  -0.311  -0.0987
H  -0.790  3.879  0.938  -0.3089
H  1.302  4.944  1.550  0.3446
H  2.903  4.917  0.162  0.2458
H  2.274  3.416  -0.609  0.1732
H  3.491  1.971  0.967  0.1002
H  3.873  3.282  1.890  0.5959
H  6.205  3.672  1.331  0.3558
H  6.626  3.224  -0.286  0.2678
H  5.978  1.917  0.867  0.2978
C  -2.586  -6.662  0.147  -0.2919
O  -1.343  -7.056  -0.431  -0.4798
C  -0.236  -6.127  -0.378  0.5959
C  0.515  -5.980  1.070  -0.6905
N  1.419  -4.857  1.129  -0.0581
C  1.781  -4.453  2.505  -0.5835
C  2.550  -3.115  2.499  0.4426
O  2.965  -2.860  3.795  -0.4459
C  3.742  -1.695  3.953  -0.6023
H  -3.250  -7.525  0.098  0.3738
H  -3.075  -5.842  -0.379  -0.1356
H  -2.434  -6.328  1.174  0.2847
H  -0.617  -5.142  -0.647  -0.8115
H  0.480  -6.565  -1.074  0.4092
H  0.970  -6.856  1.532  0.4148
H  -0.362  -5.723  1.664  0.2254
H  1.018  -4.072  0.637  -0.2044
H  2.252  -5.290  3.020  0.4679
H  0.883  -4.238  3.086  0.1671
H  1.843  -2.320  2.259  -0.5185
H  3.450  -3.067  1.887  0.5048
H  3.881  -1.485  5.013  0.2708
H  3.366  -0.767  3.523  0.1153
H  4.718  -1.923  3.525  0.3535

- HOMO: -7.88 eV
- Calculated total energy: -87522.41194 eV
- Spin multiplicity: 1
- Net charge: 0
- Energy above the lowest of the compared OMol25 structures with the same formula, charge and spin: 110.9 kcal/mol

2.
CH3ClN2O2 | wB97M-V/def2-TZVPD

Last column: Mulliken spin population.
Cartesian coordinates (Å):
C  -0.995  -0.406  1.593  0.0015
N  -0.500  -1.452  1.349  0.0281
N  0.394  0.395  -0.716  0.7376
O  -1.323  0.490  2.184  -0.0079
O  1.695  1.219  -0.879  0.2458
Cl  -0.303  0.205  -2.248  0.9852
H  0.665  -0.629  -0.752  0.0222
H  -1.023  -1.970  0.542  -0.0075
H  1.390  2.148  -1.072  -0.0050

- HOMO (alpha / beta): -5.80 / -11.00 eV
- Calculated total energy: -20674.95416 eV
- Spin multiplicity: 3
- Net charge: 0
- Energy above the lowest of the compared OMol25 structures with the same formula, charge and spin: 63.8 kcal/mol

3.
C3H9NO | wB97M-V/def2-TZVPD

Last column: natural (NBO) charge in e.
Cartesian coordinates (Å):
C  -1.859  0.814  0.048  -0.4059
C  -2.032  1.496  1.169  -0.3746
H  -1.722  -0.281  0.212  0.2000
H  -1.905  1.325  -0.885  0.2051
H  -2.362  1.144  2.132  0.1969
H  -2.120  2.567  1.125  0.1781
N  1.108  -1.266  -1.275  -0.9290
C  1.705  -0.364  -0.230  0.1015
O  2.044  -1.067  0.919  -0.7184
H  0.982  -0.879  -2.206  0.3682
H  0.282  -1.907  -1.189  0.3785
H  2.655  0.018  -0.617  0.1638
H  0.900  0.322  0.135  0.1684
H  2.323  -1.922  0.664  0.4675

- HOMO: -9.21 eV
- Calculated total energy: -6792.46493 eV
- Spin multiplicity: 1
- SMILES: C=C.NCO
- Net charge: 0
- Energy above the lowest of the compared OMol25 structures with the same formula, charge and spin: 59.7 kcal/mol